The following is a DFT calculation (ωB97M-V/def2-TZVPD) of C44H57IN10O5PPb as an isolated structure.

Geometry (Å):
Pb: 0.06215 -1.45226 -0.70674
C: 4.37726 -0.75462 -0.63272
C: 3.98698 0.72410 -0.72520
C: 2.47425 1.00539 -0.66218
N: 1.70559 0.17890 -1.58263
C: 1.76706 0.39852 -2.85952
C: 2.29572 1.61064 -3.42009
C: 2.75986 1.91121 -4.67871
C: 2.94087 1.07691 -5.78425
C: 2.48146 -0.22742 -5.87532
C: 1.65104 -0.94275 -5.02139
C: 1.10056 -0.61797 -3.74502
N: 0.07118 -1.22821 -3.21499
C: -0.72773 -2.12266 -4.03430
C: -0.33017 -3.60170 -3.95557
C: -0.51223 -4.21597 -2.56285
N: 0.40437 -3.69218 -1.57059
C: 1.52551 -4.30970 -1.31376
C: 2.02539 -5.37652 -2.11931
C: 2.99560 -6.33636 -1.88640
C: 3.74981 -6.58557 -0.75202
C: 3.75920 -5.78775 0.39015
C: 3.17532 -4.55994 0.62237
C: 2.31069 -3.74261 -0.16665
N: 2.05669 -2.49525 0.11747
C: 2.79447 -1.78634 1.15522
C: 4.23382 -1.40898 0.74676
H: 5.41981 -0.84963 -0.94747
H: 3.78143 -1.32141 -1.34752
H: 4.36169 1.11524 -1.67517
H: 4.47830 1.29159 0.07646
H: 2.30298 2.07352 -0.81907
H: 2.09771 0.79877 0.33857
H: 2.32350 2.43073 -2.71154
H: 3.09054 2.93746 -4.80814
H: 3.47114 1.48296 -6.63710
H: 2.76465 -0.76027 -6.77868
H: 1.37620 -1.92478 -5.38376
H: -0.71370 -1.80089 -5.08027
H: -1.76992 -2.03987 -3.69257
H: 0.71668 -3.70865 -4.25343
H: -0.94245 -4.16192 -4.67029
H: -0.42914 -5.30354 -2.63363
H: -1.53039 -3.99937 -2.21616
H: 1.55790 -5.44995 -3.09220
H: 3.15385 -7.02472 -2.71106
H: 4.38471 -7.46374 -0.75274
H: 4.35981 -6.16308 1.21223
H: 3.40411 -4.13658 1.59202
H: 2.83276 -2.35748 2.08602
H: 2.22141 -0.88810 1.39289
H: 4.82394 -2.32816 0.74479
H: 4.65113 -0.75352 1.51974
O: -0.20046 -3.38880 2.05570
C: -0.52331 -3.22466 3.21187
C: -1.36087 -2.15838 3.75272
C: -1.88027 -2.37673 5.01627
C: -2.79407 -1.51181 5.58957
C: -3.23082 -0.37991 4.86256
C: -2.71715 -0.12262 3.63104
C: -1.69879 -0.95112 3.00412
O: -1.18043 -0.60620 1.92359
N: -3.30238 -1.76761 6.90857
O: -4.12662 -0.98873 7.38002
O: -2.90333 -2.75342 7.52197
H: -0.18671 -3.95303 3.98250
H: -1.58497 -3.25981 5.57123
H: -3.97417 0.26411 5.31489
H: -3.04018 0.73923 3.06233
I: -6.68522 -4.41394 1.11906
C: -5.06347 -3.44759 0.28009
C: -4.97760 -3.00894 -1.01520
N: -3.75807 -2.43257 -1.11679
N: -3.05249 -2.46775 0.02375
C: -3.83989 -3.08408 0.88892
H: -5.67919 -3.06922 -1.83391
H: -3.34588 -1.99656 -1.92000
H: -3.51207 -3.24511 1.90797
O: -0.49868 2.07451 -0.42417
P: -0.85260 3.19623 0.46623
N: -0.43139 4.71701 -0.10606
C: 0.85963 4.79571 -0.83419
C: 0.49713 5.42324 -2.17488
C: -0.62869 6.38772 -1.78732
C: -1.43338 5.59411 -0.75469
N: -2.48952 3.30048 0.67464
C: -3.39830 2.32014 0.03631
C: -4.77606 2.63654 0.65624
C: -4.57933 3.95077 1.43753
C: -3.11456 3.88888 1.85614
N: -0.11456 3.16367 1.94330
C: 0.37413 4.29175 2.73668
C: 1.56270 3.71350 3.54949
C: 1.68425 2.24020 3.11038
C: 0.28875 1.90810 2.59071
H: 1.29696 3.80364 -0.93959
H: 1.57022 5.43273 -0.29335
H: 0.12305 4.65260 -2.85300
H: 1.34475 5.92424 -2.64348
H: -1.24271 6.69883 -2.63066
H: -0.19922 7.28010 -1.32374
H: -2.21848 5.01163 -1.24043
H: -1.91555 6.24783 -0.02474
H: -3.08463 1.29372 0.23464
H: -3.39318 2.45983 -1.04659
H: -5.07527 1.83968 1.33815
H: -5.54993 2.72461 -0.10501
H: -5.25557 4.04208 2.28899
H: -4.73257 4.80921 0.77836
H: -2.99416 3.25730 2.74462
H: -2.68642 4.86940 2.07995
H: -0.39817 4.66753 3.41648
H: 0.66473 5.11093 2.08424
H: 1.35229 3.77502 4.61785
H: 2.47985 4.27238 3.36047
H: 1.98392 1.58425 3.93024
H: 2.41245 2.13872 2.30246
H: -0.37768 1.66507 3.42654
H: 0.24086 1.08586 1.88472

Values from the calculation:
- DFT total energy: -94329.043 eV
- Energy above the lowest of the compared OMol25 structures with the same formula, charge and spin: 17.23 kJ/mol
- Frontier orbital gap: 6.40 eV
- Net charge: -1
- LUMO level: 0.075 Eh